No. 1
Below is a molecular structure, C24H44EuP2 at a distorted geometry, with properties calculated with the ωB97M-V functional and the def2-TZVPD basis.

LUMO level (alpha / beta)   -3.47 / -3.39 eV
Highest occupied orbital energy (alpha / beta)   -10.716 / -10.715 eV
Charge   +1
Multiplicity   7
Electronic energy   -2333.5191 Ha
Expectation value of S²   12.05
Largest force on an atom   0.0715 Eh/bohr
Frontier orbital gap (alpha / beta)   7.24 / 7.33 eV

Structure (XYZ):
```
71
Properties=species:S:1:pos:R:3:mulliken_spin:R:1
Eu 0.5849 -2.2993 0.1581 6.149
C 1.5805 -3.2696 2.3663 0.015
C 0.3945 -2.6062 2.8210 -0.012
C -0.2476 -4.2865 1.3266 -0.033
C 1.1846 -4.3185 1.4371 -0.008
C -0.7459 -3.2126 2.1802 -0.024
C 2.9906 -3.0206 2.8523 -0.009
H 3.1248 -1.9784 3.1608 0.001
H 3.7411 -3.2826 2.0976 -0.001
H 3.1248 -3.6675 3.7275 -0.001
C 2.1061 -5.2283 0.6546 -0.003
H 3.1500 -4.9155 0.7328 -0.001
H 1.8252 -5.2994 -0.4040 0.001
H 1.9867 -6.2109 1.1228 0.000
C -1.0884 -5.1909 0.4563 -0.005
H -1.1841 -6.0961 1.0624 -0.001
H -0.6010 -5.4215 -0.4884 0.000
H -2.0791 -4.7718 0.2718 0.000
C -2.2041 -2.8537 2.3778 0.001
H -2.5294 -3.4807 3.2152 -0.001
H -2.8160 -3.0848 1.4979 -0.001
H -2.3356 -1.8055 2.6538 0.001
C 0.3313 -1.4978 3.8535 0.003
H 0.0930 -2.0352 4.7747 0.000
H -0.4556 -0.7703 3.6504 0.001
H 1.2898 -0.9948 3.9626 -0.001
C 2.1407 -0.9006 -0.7966 -0.021
C 2.3929 -0.6629 0.5427 0.039
C 1.8838 0.4816 1.3158 -0.004
C 0.3979 0.8910 1.0326 -0.004
C -0.6065 -0.1490 0.7834 0.002
C -0.9592 -0.6277 -0.4644 0.011
C -0.2663 -0.2551 -1.7288 -0.004
C 1.2858 -0.0706 -1.6842 0.005
H 2.5677 1.3107 1.0376 0.000
H 0.3650 1.5671 0.1656 0.003
H 2.0140 0.3424 2.4064 -0.002
H 1.5291 0.9671 -1.4224 0.000
H 2.5715 -1.8407 -1.2535 -0.001
H 3.1164 -1.3322 1.0474 -0.005
H 1.6766 -0.2307 -2.7082 0.000
H -0.5236 -0.9418 -2.5527 -0.001
H -1.7973 -1.3702 -0.5561 -0.005
H -0.7439 0.7179 -1.9689 0.002
H 0.0284 1.4874 1.8882 0.000
H -1.2075 -0.4939 1.6527 0.003
P 0.1528 4.1972 -1.3883 0.000
C 1.3962 4.2631 -2.7570 0.000
C 0.6603 5.7110 -0.4535 0.000
P -2.9240 4.2636 -1.6125 0.000
C -1.3107 4.9118 -2.3020 0.000
C -3.5007 5.8048 -0.7575 0.000
C -3.9509 4.3816 -3.1479 0.000
H 1.1433 3.5054 -3.5161 0.000
H 2.3904 4.0190 -2.3510 0.000
H 1.4333 5.2538 -3.2353 0.000
H 0.7972 6.5785 -1.1163 0.000
H 1.6059 5.5058 0.0732 0.000
H -0.1073 5.9453 0.3003 0.000
H -3.9079 5.3822 -3.5997 0.000
H -4.9952 4.1367 -2.9019 0.000
H -3.5891 3.6389 -3.8752 0.000
H -1.2272 4.6282 -3.3681 0.000
H -1.3105 6.0151 -2.2163 0.000
H -4.5359 5.6552 -0.4154 0.000
H -3.4619 6.6833 -1.4176 0.000
H -2.8739 5.9857 0.1284 0.000
C 0.3008 -3.3336 -1.8327 -0.098
H 0.7012 -4.3484 -1.8738 0.008
H -0.7791 -3.3525 -2.0356 -0.004
H 0.8067 -2.7224 -2.5866 0.005
```

No. 2
Below is C5H10O2 in the gas phase, with properties calculated with the ωB97M-V functional and the def2-TZVPD basis.

LUMO level   0.89 eV
Highest occupied orbital energy   -9.422 eV
SMILES string   COC(C)(C)C=O
ΔE to the lowest compared entry with this formula, charge and spin   2.293 eV
Electronic energy   -346.9412 Ha
Largest force on an atom   0.0156 Eh/bohr
Frontier orbital gap   10.31 eV

Structure (XYZ):
```
17
Properties=species:S:1:pos:R:3:nbo_charge:R:1
C -0.2710 1.5102 -1.4282 -0.275
O 0.3763 1.1871 -0.1754 -0.534
C 0.1550 -0.1979 0.3661 0.155
C -1.2978 -0.6168 0.2536 -0.645
C 0.6883 -0.4913 1.7977 -0.630
C 1.1372 -0.7095 -0.6425 0.428
O 0.8473 -1.1976 -1.7092 -0.555
H -0.2546 0.7043 -2.1799 0.202
H 0.2475 2.3650 -1.8840 0.200
H -1.3074 1.8095 -1.2526 0.176
H -1.6037 -0.6811 -0.7903 0.231
H -1.9064 0.1290 0.7793 0.223
H -1.4938 -1.5840 0.7328 0.225
H -0.1024 -0.6005 2.5538 0.222
H 1.2021 -1.4696 1.7798 0.221
H 1.4171 0.2351 2.1597 0.234
H 2.1663 -0.3919 -0.3606 0.120
```

No. 3
Below is C5H10N5O3P in the gas phase at a distorted geometry, with properties calculated with the ωB97M-V functional and the def2-TZVPD basis.

LUMO level (alpha / beta)   0.39 / -3.83 eV
Highest occupied orbital energy (alpha / beta)   -6.065 / -9.273 eV
Multiplicity   3
Electronic energy   -1037.1061 Ha
Expectation value of S²   2.02
Largest force on an atom   0.0986 Eh/bohr
Frontier orbital gap (alpha / beta)   6.45 / 5.44 eV

Structure (XYZ):
```
24
Properties=species:S:1:pos:R:3:mulliken_spin:R:1
C 1.8614 2.3936 -0.7594 0.051
C 2.3312 0.4713 -0.0419 0.107
C -1.8075 1.0314 1.7926 0.003
C -2.4653 0.5388 -0.7008 0.005
C -0.1674 -2.8994 -0.8258 0.001
N 2.8683 1.6280 -0.3631 0.117
N 0.6370 1.8269 -0.6179 0.126
N 0.8903 0.5943 -0.3089 0.184
N -1.5466 0.4042 0.5026 0.245
N 2.9715 -0.7073 0.3843 0.223
O 2.2204 -1.6665 0.6088 0.202
O 4.1750 -0.7643 0.4434 0.330
O -0.3955 -1.4955 -0.7882 0.026
P -0.1807 -0.5438 0.5060 0.343
H 1.8952 3.3421 -1.1072 -0.001
H -1.3081 0.4054 2.5046 -0.008
H -1.3390 1.9569 1.7905 0.017
H -2.7791 1.2385 1.8952 0.005
H -2.5144 1.6559 -0.7465 0.019
H -1.8350 0.0211 -1.3730 0.000
H -3.3665 0.1483 -0.4127 0.004
H -0.5883 -3.4997 0.0935 -0.001
H 0.8865 -2.9431 -0.6987 0.001
H -0.4434 -3.1370 -1.7775 0.000
```

No. 4
Below is C4H7N3O in the gas phase at a distorted geometry, with properties calculated with the ωB97M-V functional and the def2-TZVPD basis.

LUMO level   0.13 eV
Highest occupied orbital energy   -8.897 eV
SMILES string   [H]/N=C(N)/C(=N\[H])C(C)=O
ΔE to the lowest compared entry with this formula, charge and spin   3.537 eV
Electronic energy   -396.0184 Ha
Largest force on an atom   0.1019 Eh/bohr
Frontier orbital gap   9.02 eV

Structure (XYZ):
```
15
Properties=species:S:1:pos:R:3:nbo_charge:R:1
H -0.0872 -2.9055 -0.7324 0.340
N -0.8152 -2.2337 -0.4852 -0.612
C -0.3972 -1.3422 0.3424 0.336
N 1.0472 -1.0852 0.5720 -0.834
C -1.0580 -0.0429 0.4940 0.159
N -2.2883 0.2489 0.3437 -0.569
H -2.8200 -0.6401 0.3218 0.354
C 0.4835 0.9707 0.3954 0.613
C 0.4586 1.8549 -0.8150 -0.733
O 0.9941 1.2905 1.4509 -0.603
H 1.6765 -1.6733 0.0366 0.386
H 1.4584 -0.7649 1.4486 0.428
H 1.2487 1.5948 -1.5252 0.238
H -0.5008 1.8341 -1.3343 0.245
H 0.5998 2.8939 -0.5131 0.251
```

What did the third record say?
Below is C5H10N5O3P in the gas phase at a distorted geometry, with properties calculated with the ωB97M-V functional and the def2-TZVPD basis.

LUMO level (alpha / beta)   0.39 / -3.83 eV
Highest occupied orbital energy (alpha / beta)   -6.065 / -9.273 eV
Multiplicity   3
Electronic energy   -1037.1061 Ha
Expectation value of S²   2.02
Largest force on an atom   0.0986 Eh/bohr
Frontier orbital gap (alpha / beta)   6.45 / 5.44 eV

Structure (XYZ):
```
24
Properties=species:S:1:pos:R:3:mulliken_spin:R:1
C 1.8614 2.3936 -0.7594 0.051
C 2.3312 0.4713 -0.0419 0.107
C -1.8075 1.0314 1.7926 0.003
C -2.4653 0.5388 -0.7008 0.005
C -0.1674 -2.8994 -0.8258 0.001
N 2.8683 1.6280 -0.3631 0.117
N 0.6370 1.8269 -0.6179 0.126
N 0.8903 0.5943 -0.3089 0.184
N -1.5466 0.4042 0.5026 0.245
N 2.9715 -0.7073 0.3843 0.223
O 2.2204 -1.6665 0.6088 0.202
O 4.1750 -0.7643 0.4434 0.330
O -0.3955 -1.4955 -0.7882 0.026
P -0.1807 -0.5438 0.5060 0.343
H 1.8952 3.3421 -1.1072 -0.001
H -1.3081 0.4054 2.5046 -0.008
H -1.3390 1.9569 1.7905 0.017
H -2.7791 1.2385 1.8952 0.005
H -2.5144 1.6559 -0.7465 0.019
H -1.8350 0.0211 -1.3730 0.000
H -3.3665 0.1483 -0.4127 0.004
H -0.5883 -3.4997 0.0935 -0.001
H 0.8865 -2.9431 -0.6987 0.001
H -0.4434 -3.1370 -1.7775 0.000
```

Q: The highest largest force on an atom belongs to which entry?
A: C4H7N3O

Q: Number 3 is which compound?
A: C5H10N5O3P

Q: Which of these has the lowest electronic energy?
A: C24H44EuP2